ORCA calculation (ωB97M-V/def2-TZVPD) on a 4-piece molecular cluster, CH11N2O3 overall at a distorted geometry.

XYZ file:
```
17
Properties=species:S:1:pos:R:3:forces:R:3
N -0.7955 -0.3372 0.5553 -0.32 -0.07 1.29
C -0.3805 0.5837 -0.3026 2.50 -3.00 1.68
N -1.3022 1.2216 -0.8566 -4.25 0.79 -0.27
H -1.7969 -0.2667 0.8034 0.92 -0.34 -0.04
H -0.2129 -0.7924 1.2751 0.30 0.37 -0.76
H 0.6916 0.6316 -0.5578 -0.69 0.29 0.17
H -1.2855 1.8974 -1.5654 0.47 0.92 -0.95
H -2.2391 0.9563 -0.4504 1.12 1.19 -1.09
H 2.0994 -0.4560 2.4083 -0.40 0.14 0.18
H 2.0705 -1.7822 1.7401 -0.55 -0.05 0.05
O 1.4600 -1.1010 2.0732 0.99 -0.14 -0.21
H -2.8270 2.5690 2.4098 -0.69 -0.20 -1.75
H -3.8234 2.5738 1.0703 2.06 -0.27 1.54
O -2.9019 2.3465 1.4383 -1.43 0.33 0.12
H 4.4823 -2.5209 -3.1096 -1.20 0.10 0.19
H 3.2671 -3.0109 -3.8543 -0.35 -0.35 -0.53
O 3.4941 -2.5128 -3.0770 1.52 0.28 0.37
```
Forces are in eV/Å.

The net charge is +1. As for the orbital gap: 10.88 eV.

=====

ORCA calculation (ωB97M-V/def2-TZVPD) on a 5-piece molecular cluster, CH11NO4 overall at a distorted geometry.

XYZ file:
```
17
Properties=species:S:1:pos:R:3:forces:R:3
C -2.4179 1.2734 -0.1536 -0.38 0.40 0.25
N -2.5527 1.0990 1.1647 0.26 -0.08 -1.04
H -3.2587 1.3194 -0.8500 -0.23 -0.23 0.45
H -1.5273 1.7125 -0.5853 0.29 -0.25 -0.05
H -1.5896 1.1928 1.4870 -0.11 0.03 0.53
H 0.7817 1.6614 -2.2881 -0.44 -0.28 -0.06
H 1.1323 0.5453 -1.3636 -0.75 0.13 -0.33
O 0.3742 0.8514 -1.9275 1.42 0.18 0.29
H 3.3474 0.7733 0.2073 -0.05 0.22 -0.30
H 2.5045 -0.4485 0.3198 -0.14 -0.11 -0.29
O 2.8178 0.1921 -0.3534 0.17 -0.22 0.65
H -1.6495 -1.2589 0.1753 0.18 0.41 -0.29
H -0.5794 -1.1380 -0.9377 -0.36 0.40 -0.23
O -0.7734 -1.5766 -0.1027 0.29 -0.72 0.44
H 0.7251 -1.5176 0.9167 -0.52 0.28 -0.14
H 1.3583 -2.2928 2.0306 0.24 -0.07 0.16
O 1.4664 -1.4666 1.5520 0.12 -0.12 -0.03
```
Forces are in eV/Å.

The net charge is -1. As for the orbital gap (alpha / beta): 2.72 / 8.43 eV. Its multiplicity is 2.

=====

ORCA calculation (ωB97M-V/def2-TZVPD) on a 4-piece molecular cluster, CH11NO4 overall at a distorted geometry.

XYZ file:
```
17
Properties=species:S:1:pos:R:3:forces:R:3
N -1.8103 1.1797 0.1182 -0.11 -0.17 0.46
C -0.7009 1.5567 -0.6872 -0.03 0.52 0.12
O 0.5698 1.7671 -0.0366 -0.28 -0.08 0.62
H -1.6636 0.3305 0.6480 0.10 0.01 -0.01
H -2.1175 1.9099 0.7464 0.12 -0.02 0.01
H -0.5585 0.7899 -1.4427 -0.01 0.25 -0.34
H -0.9382 2.5513 -1.0582 -0.14 -0.18 -0.66
H 1.1637 1.1098 -0.3863 0.34 -0.38 -0.21
O -0.0115 -0.4579 2.3238 -1.35 -0.39 -0.68
H 0.5087 0.3406 2.3814 0.68 -0.12 0.16
H 0.3908 -1.2759 2.6094 0.70 0.42 0.53
O 1.2519 -0.8208 -2.2120 -0.07 0.63 -0.26
H 2.2020 -0.6814 -2.2094 0.00 -0.29 0.07
H 1.0239 -1.5319 -1.6039 0.08 -0.24 0.13
O 0.3833 -2.4163 -0.0711 0.04 0.01 0.51
H 0.7716 -1.7612 0.5252 -0.06 0.09 -0.13
H -0.4652 -2.5901 0.3549 -0.04 -0.06 -0.32
```
Forces are in eV/Å.

As for the orbital gap: 9.69 eV. As for the SMILES: NCO.O.O.O.

=====

ORCA calculation (ωB97M-V/def2-TZVPD) on a 5-piece molecular cluster, CH11O4S overall.

XYZ file:
```
17
Properties=species:S:1:pos:R:3:forces:R:3
C -1.6553 1.4201 -0.9209 -0.28 -0.29 -0.53
S -2.3931 0.4925 0.4382 0.02 -0.15 0.49
H -0.7244 1.0034 -1.2873 0.57 0.04 0.33
H -1.5388 2.4640 -0.6562 0.19 0.24 -0.12
H -2.2934 1.3384 -1.7937 -0.40 0.32 -0.22
H 0.4183 1.5616 2.5824 0.02 0.11 0.08
H -0.5596 0.9490 1.5557 -0.64 -0.36 -0.23
O 0.2730 0.7816 2.0454 0.61 0.23 0.40
H -1.0891 -1.3580 0.6643 -0.59 0.28 -0.22
H -0.7073 -2.3134 -0.4768 -0.21 0.13 0.38
O -0.7386 -2.2583 0.4903 0.44 -0.49 -0.25
H 2.5235 -0.4889 -1.0735 -0.25 0.09 0.32
H 1.7512 -0.4578 -2.3702 -0.01 0.12 0.03
O 2.5042 -0.0455 -1.9361 0.15 -0.17 -0.23
H 1.5262 -0.3512 1.2788 -0.06 0.02 -0.20
H 0.9412 -1.6220 0.7356 -0.37 -0.39 -0.11
O 1.7622 -1.1154 0.7240 0.83 0.28 0.07
```
Forces are in eV/Å.

The net charge is -1. As for the orbital gap: 7.21 eV.

=====

ORCA calculation (ωB97M-V/def2-TZVPD) on a 4-piece molecular cluster, CH12N2O3 overall at a distorted geometry.

XYZ file:
```
18
Properties=species:S:1:pos:R:3:forces:R:3
N -0.9179 1.0056 -0.2912 2.06 -3.00 0.20
C 0.1350 1.2431 0.8175 -0.53 1.58 0.83
N 1.2777 0.3894 0.8991 0.50 -2.95 -3.44
H -1.3183 0.0071 -0.1793 0.52 2.04 0.45
H -0.3968 0.7905 -1.1988 -0.45 0.98 1.39
H -0.2980 1.2479 1.8216 -0.83 -0.30 -0.37
H 0.4768 2.2743 0.7442 -0.35 0.39 -0.74
H 1.5463 0.1482 -0.0749 0.00 0.12 1.02
H 2.1406 0.3936 1.4237 -0.72 1.13 0.65
O -0.3856 -2.6679 -2.5645 1.41 -2.16 0.91
H -0.8899 -1.8965 -2.5041 -1.12 1.69 -0.59
H -0.1424 -2.9227 -3.4519 -0.30 0.48 -0.33
O -2.8254 3.0995 -1.1756 -1.31 0.89 0.11
H -2.0693 2.5763 -0.9650 1.03 -0.93 0.36
H -3.3117 3.1310 -0.3367 0.15 0.03 -0.44
O 2.7470 -2.6473 2.6313 1.11 1.24 -0.68
H 1.9654 -3.1624 2.5964 -1.21 -0.84 0.04
H 2.6799 -2.0852 1.8344 0.04 -0.40 0.62
```
Forces are in eV/Å.

As for the orbital gap: 9.81 eV. As for the SMILES: NCN.O.O.O.

=====

ORCA calculation (ωB97M-V/def2-TZVPD) on a 4-piece molecular cluster, CH12NO3 overall at a distorted geometry.

XYZ file:
```
17
Properties=species:S:1:pos:R:3:forces:R:3
C -0.2645 1.9409 0.5489 -0.38 -3.75 1.80
N 0.2753 0.5980 0.0014 -2.04 -1.10 2.12
H 0.3030 2.5794 -0.0538 0.23 2.14 0.06
H -0.0741 1.7622 1.6624 -0.16 1.54 -1.47
H -1.3686 1.8165 0.3551 1.27 0.96 0.04
H 0.2033 0.6764 -1.0341 0.13 -1.29 0.26
H 1.2040 0.2550 0.3209 -0.56 0.85 -0.34
H -0.4208 -0.0524 0.5140 1.46 0.39 -2.05
H -2.0821 -2.1262 -2.0327 0.36 -0.47 -1.76
H -2.9358 -2.0297 -0.8946 -1.87 -0.23 1.03
O -2.0505 -1.8780 -1.1338 1.57 0.79 0.79
H 1.7907 -1.2723 3.4960 -0.69 -1.66 -0.47
H 2.1283 0.0017 3.8153 -2.30 0.32 -1.09
O 1.3308 -0.4494 3.3479 2.95 1.41 1.36
H 1.1568 0.6375 -3.2719 -0.17 -0.26 -0.08
H 0.2372 -0.5984 -3.0227 -0.25 -0.52 -0.54
O 0.6594 0.1423 -2.6087 0.46 0.88 0.35
```
Forces are in eV/Å.

The net charge is +1. As for the orbital gap: 11.97 eV.

=====

ORCA calculation (ωB97M-V/def2-TZVPD) on a 5-piece molecular cluster, CH12NO4 overall at a distorted geometry.

XYZ file:
```
18
Properties=species:S:1:pos:R:3:forces:R:3
C -0.4583 1.9193 1.1598 0.75 -0.13 0.12
N -0.0602 0.9171 0.4807 -2.06 0.98 -1.01
H -1.4509 1.9532 1.5900 0.03 -0.15 0.17
H 0.2426 2.7336 1.3128 -0.18 0.15 -0.01
H 0.7461 1.0781 -0.1613 0.72 -0.57 0.64
H -0.8121 0.2202 0.2026 0.97 -0.08 0.17
H 4.3179 -0.5596 1.1341 -0.34 0.10 0.13
H 4.9876 0.6851 1.5808 0.18 0.50 0.19
O 4.1065 0.3451 1.4135 0.11 -0.58 -0.38
H 3.0259 1.0708 0.0342 0.49 -0.23 0.26
H 2.6376 0.6874 -1.4107 0.49 -0.65 -0.90
O 2.4255 1.2627 -0.6975 -1.06 0.87 0.62
H -1.9659 -1.6036 -1.0112 -0.17 0.31 0.30
H -0.7302 -1.8649 -0.1464 -0.49 0.25 0.05
O -1.4687 -1.2370 -0.2600 0.43 -0.76 -0.35
H -4.9573 -3.2054 -2.0735 0.26 0.56 0.38
H -5.7350 -2.0337 -1.5688 -0.86 0.55 0.14
O -4.8509 -2.3684 -1.5790 0.73 -1.10 -0.53
```
Forces are in eV/Å.

The net charge is +1. As for the orbital gap: 9.76 eV.

=====

ORCA calculation (ωB97M-V/def2-TZVPD) on CH12Ni2O9 as an isolated structure at a distorted geometry.

XYZ file:
```
24
Properties=species:S:1:pos:R:3:forces:R:3
Ni -1.7349 -2.2408 0.1945 0.77 -0.02 -0.60
Ni 0.7578 2.9950 0.2520 -0.80 -3.00 -0.22
C 0.1092 0.5065 -0.0837 -3.35 -1.71 -0.11
O 0.1245 1.4059 -0.9577 0.69 2.74 -2.09
O -0.5159 -0.5769 -0.1892 1.00 0.14 -0.04
O 0.5267 0.9572 0.9917 2.34 1.96 3.42
O -0.1906 2.1177 -3.4689 -0.16 0.18 -0.26
H 0.5534 2.6320 -3.7823 0.15 0.07 -0.43
H -0.0224 1.9972 -2.5344 -0.11 -0.19 -0.04
O -2.0592 1.5484 2.1606 -0.21 0.35 -0.42
H -1.3199 1.1690 1.6855 0.06 -0.18 0.23
H -2.5507 0.7928 2.4827 -0.29 -0.09 0.16
O 1.8729 -1.5453 1.8557 -0.25 -0.28 -0.11
H 1.5226 -0.7176 1.5265 0.00 0.22 0.14
H 2.7557 -1.5950 1.4890 0.34 -0.12 0.04
O 0.3299 1.1043 3.7429 0.36 0.28 0.24
H 0.5242 0.9865 2.8130 0.04 -0.19 0.18
H -0.1932 0.3378 3.9777 -0.09 -0.14 0.23
O -0.3100 -3.2455 -1.1516 -0.34 0.13 0.81
H 0.5773 -2.8894 -1.1972 0.33 0.33 0.05
H -0.3386 -3.9077 -1.8422 -0.44 -0.28 -0.28
O -0.0930 -0.9559 -2.8318 0.23 -0.46 -0.30
H 0.0111 -0.7555 -1.9016 -0.27 -0.12 -0.16
H -0.3366 -0.1209 -3.2313 0.00 0.39 -0.44
```
Forces are in eV/Å.

The net charge is +1. As for the orbital gap (alpha / beta): 4.56 / 5.74 eV. Its multiplicity is 6.

=====

ORCA calculation (ωB97M-V/def2-TZVPD) on CH12Ni2O9 as an isolated structure at a distorted geometry.

XYZ file:
```
24
Properties=species:S:1:pos:R:3:forces:R:3
Ni 5.0280 -19.2593 -23.4359 4.21 8.92 -12.52
Ni 3.6416 -19.8834 -20.6596 2.90 -9.18 14.22
C 3.2173 -19.6044 -22.5912 -1.80 -2.29 -3.60
O 2.5353 -20.2970 -21.8405 -0.07 -0.11 -2.23
O 3.4672 -19.7709 -23.8261 -1.66 7.74 3.99
O 4.2103 -19.2028 -22.0008 3.57 8.63 0.11
O 3.7226 -21.6010 -24.6453 2.14 -4.41 -1.47
H 3.8188 -21.3075 -25.5513 -0.21 -0.49 -0.64
H 3.4874 -20.8099 -24.1605 -0.44 -4.79 -1.95
O 1.0192 -18.8632 -21.5133 -1.93 2.33 0.37
H 0.4327 -19.2552 -20.8664 -0.84 0.32 0.11
H 1.5907 -19.5812 -21.7854 -4.37 1.51 0.52
O 1.9743 -22.2217 -22.4156 -0.39 -2.91 -0.52
H 2.1755 -21.2925 -22.3042 -1.97 -3.89 -1.47
H 2.1473 -22.3955 -23.3409 -0.16 -0.76 -0.53
O 5.9638 -20.2287 -22.6438 8.88 -8.22 5.23
H 5.9655 -21.1844 -22.5903 0.08 -1.23 -0.63
H 6.7051 -19.9568 -22.1027 0.98 0.34 0.43
O 1.6533 -19.8625 -24.9582 -2.43 0.02 -1.11
H 2.4046 -19.7550 -24.3748 -3.54 0.37 -2.64
H 1.8649 -19.3271 -25.7230 -0.46 0.21 -0.47
O 3.1509 -18.3475 -20.3217 -1.49 7.14 4.49
H 2.8224 -17.6428 -20.8800 -0.97 0.25 -0.64
H 3.3875 -17.9138 -19.5019 -0.04 0.49 0.96
```
Forces are in eV/Å.

The net charge is +2. As for the orbital gap (alpha / beta): 7.07 / 6.13 eV. Its multiplicity is 5.

=====

ORCA calculation (ωB97M-V/def2-TZVPD) on a 5-piece molecular cluster, CH12O4 overall at a distorted geometry.

XYZ file:
```
17
Properties=species:S:1:pos:R:3:forces:R:3
C 1.3422 1.7656 0.1815 -0.10 0.14 -1.25
H 1.2444 0.7226 -0.1086 0.15 -0.15 0.39
H 0.6193 2.0198 0.9467 0.17 0.04 0.20
H 2.3696 2.0433 0.3863 0.05 -0.17 0.52
H 1.0973 2.3061 -0.7371 -0.22 0.16 0.14
O 0.1498 -1.8070 -1.5081 -0.30 0.47 -0.60
H 0.9679 -1.7238 -2.0048 0.00 0.10 -0.11
H -0.3415 -0.9595 -1.6169 0.23 -0.33 0.03
O -1.4603 0.0424 1.5756 -0.11 0.05 -0.15
H -0.7885 -0.6497 1.4118 -0.04 -0.22 0.11
H -1.0799 0.5952 2.2611 -0.02 0.09 0.03
O -1.4591 0.6037 -1.2662 -0.23 -0.05 0.02
H -1.8006 0.4871 -0.3649 0.26 -0.15 0.29
H -1.6760 1.5180 -1.4647 0.12 0.02 -0.23
O 0.2987 -2.0080 1.0296 0.29 0.05 -0.87
H 0.3471 -2.0307 0.0179 -0.12 0.23 1.12
H 0.1695 -2.9251 1.2608 -0.13 -0.29 0.36
```
Forces are in eV/Å.

As for the orbital gap: 11.76 eV. As for the SMILES: C.O.O.O.O.

=====

ORCA calculation (ωB97M-V/def2-TZVPD) on a 5-piece molecular cluster, CH12O5 overall at a distorted geometry.

XYZ file:
```
18
Properties=species:S:1:pos:R:3:forces:R:3
C -1.4759 -0.4764 -2.2135 -0.31 -0.05 0.20
O -0.9814 -0.9654 -0.9831 0.07 0.09 0.09
H -0.6727 -0.0991 -2.8534 0.04 0.01 -0.02
H -2.2156 0.3160 -2.0732 0.06 0.06 0.00
H -1.9806 -1.2953 -2.7303 0.09 0.01 -0.09
H -1.1671 -0.3301 -0.2694 -0.08 -0.13 -0.35
O 0.3254 -0.8382 2.8416 0.37 0.12 -0.46
H 0.9575 -1.3601 2.3287 0.04 0.26 -0.49
H 0.1268 -1.4246 3.5588 -0.40 -0.28 0.75
O 1.6627 1.8311 -0.3163 -0.36 -0.77 -0.46
H 1.0974 1.7729 -1.1051 0.22 0.15 0.45
H 1.9392 2.7391 -0.2447 0.10 0.46 0.02
O 1.8491 -1.1459 0.3157 0.18 0.89 0.58
H 1.8987 -1.5084 -0.5681 -0.19 0.04 -0.20
H 1.8547 -0.1663 0.2238 0.09 -0.82 -0.14
O -1.1673 1.0898 0.9943 -1.11 0.60 0.00
H -1.6693 1.2157 1.8166 0.20 -0.15 -0.46
H -0.3817 0.6453 1.2774 0.98 -0.48 0.56
```
Forces are in eV/Å.

As for the orbital gap: 10.37 eV. As for the SMILES: CO.O.O.O.O.

=====

ORCA calculation (ωB97M-V/def2-TZVPD) on a 6-piece molecular cluster, CH12O6 overall at a distorted geometry.

XYZ file:
```
19
Properties=species:S:1:pos:R:3:forces:R:3
O -1.3901 0.3070 -2.9797 0.63 1.37 -0.45
C -2.0871 -0.5412 -2.3643 -0.48 -1.81 0.42
H -1.8541 -1.6283 -2.5194 -0.27 0.32 0.18
H -3.1207 -0.3478 -1.9956 0.33 0.11 -0.07
H 0.6537 0.2767 2.7034 -0.26 -0.45 -0.70
H 1.7074 1.3341 2.3897 -0.01 0.00 -0.54
O 1.3629 0.7786 3.0811 0.38 0.47 1.41
H 1.9207 -0.2356 -0.0633 -0.17 0.17 -0.35
H 0.7119 -1.1311 0.1981 -0.59 -0.29 -0.51
O 1.4510 -0.7112 0.6235 0.63 0.24 0.58
H -1.2956 0.7353 0.8505 0.11 -0.27 0.03
H -1.2951 0.8785 -0.6773 -0.32 -0.15 0.03
O -1.6285 1.2875 0.1441 0.17 0.56 -0.13
H 0.8572 2.3664 -2.3644 -0.24 -0.38 -0.34
H 0.9037 2.6555 -0.9009 -0.07 -0.23 0.18
O 1.3209 2.1003 -1.5685 0.26 0.40 0.26
H 0.2277 -3.1939 3.0719 0.11 0.10 -0.22
H -0.1137 -3.6674 1.6756 -0.35 -0.23 -0.37
O 0.4982 -3.1087 2.1472 0.15 0.09 0.60
```
Forces are in eV/Å.

The net charge is -1. As for the orbital gap (alpha / beta): 3.27 / 6.61 eV. Its multiplicity is 2.